Molecular formula: C8H19N3
Method: DFT, ωB97M-V/def2-TZVPD

Geometry as XYZ:
```
30
Properties=species:S:1:pos:R:3:forces:R:3:nbo_charge:R:1
C -3.517 1.028 0.013 0.19 1.36 -0.73 0.43
C 1.477 -1.963 0.943 -2.97 -0.26 -0.08 -0.61
C -0.279 -1.310 -0.825 1.56 1.43 -1.71 -0.63
C 2.125 -0.584 -1.075 -3.88 -0.01 2.69 -0.61
C 2.257 2.683 0.353 1.12 -0.24 1.79 -0.51
C -5.163 -0.822 0.161 -3.96 -1.94 -0.22 -0.52
C 0.494 0.304 0.821 3.27 0.07 0.87 -0.34
C 0.986 -0.942 -0.113 0.09 1.05 0.48 0.10
N 0.949 2.356 -0.200 -2.14 -0.73 -0.32 -0.15
N -4.300 0.213 0.026 2.49 0.53 1.28 -0.14
N 0.150 1.408 0.090 0.39 2.14 -2.24 0.03
H -2.905 1.921 -0.157 -0.22 -0.67 0.27 0.31
H 1.824 -2.801 0.358 0.31 -0.51 0.25 0.25
H 2.221 -1.544 1.573 0.96 0.20 0.37 0.23
H 0.605 -2.298 1.640 1.45 0.42 -1.30 0.22
H -0.736 -0.492 -1.354 0.32 0.98 -0.44 0.20
H -0.124 -1.988 -1.610 0.04 -1.69 -0.58 0.25
H -1.002 -1.502 -0.151 -2.41 -1.82 2.24 0.20
H 1.897 0.191 -1.677 -0.88 3.04 -1.93 0.20
H 2.202 -1.340 -1.711 0.81 -3.60 -2.55 0.24
H 2.953 -0.411 -0.561 3.91 0.61 2.03 0.22
H 2.284 2.408 1.472 0.00 0.03 -1.86 0.26
H 2.509 3.775 0.356 -0.70 -0.95 -0.61 0.29
H 2.989 2.107 -0.248 -0.07 0.41 0.60 0.27
H -4.799 -1.876 0.131 0.50 1.03 -1.10 0.31
H -5.930 -0.489 -0.623 0.46 -1.55 1.00 0.30
H -5.665 -0.920 1.156 0.33 1.19 -0.52 0.31
H 1.329 0.483 1.492 0.16 0.08 0.28 0.22
H -0.300 -0.119 1.347 -1.59 -0.27 0.75 0.24
H 0.573 2.931 -0.999 0.50 -0.33 1.27 0.44
```
Forces are in eV/Å.

Computed properties:
charge: +2
energy relative to the best compared isomer or geometry (same formula, charge and spin): 350.1 kJ/mol
E_tot: -479.69225 Ha
HOMO level: -17.8 eV
spin multiplicity: 1
max |F|: 4.7 eV/A


Molecular formula: C3HNO5
Method: DFT, ωB97M-V/def2-TZVPD

Geometry as XYZ:
```
10
Properties=species:S:1:pos:R:3:forces:R:3:nbo_charge:R:1
C -0.729 0.837 0.191 -0.06 -1.87 -1.03 0.71
C -0.561 -1.942 0.246 0.65 1.06 2.74 0.67
C 0.120 -0.644 -0.092 -0.65 1.54 -1.97 0.39
N 2.343 2.447 -0.228 0.64 0.26 0.18 -0.28
O -0.840 1.164 1.376 0.18 0.45 0.13 -0.76
O -1.507 -2.242 -0.473 -0.84 -1.07 -0.67 -0.75
O -1.258 1.300 -0.860 1.01 -0.11 1.00 -0.79
O -0.092 -2.424 1.324 -0.47 -0.73 -0.76 -0.80
O 1.087 -0.728 -0.844 0.26 0.86 0.56 -0.65
H 1.438 2.231 -0.641 -0.73 -0.39 -0.18 0.26
```
Forces are in eV/Å.

Computed properties:
charge: -2
energy relative to the best compared isomer or geometry (same formula, charge and spin): 229.6 kJ/mol
E_tot: -545.73267 Ha
HOMO level (alpha / beta): 0.4 / 0.4 eV
spin multiplicity: 1
max |F|: 3.0 eV/A


Molecular formula: F10H2N5Na2O21S10
Method: DFT, ωB97M-V/def2-TZVPD

Geometry as XYZ:
```
50
Properties=species:S:1:pos:R:3:forces:R:3:nbo_charge:R:1
Na 5.103 4.544 17.521 1.63 -0.50 0.29 0.90
Na 2.565 4.887 16.152 -0.01 0.10 -0.27 0.96
N 3.042 3.379 17.821 0.81 -3.25 -4.08 -1.26
S 2.763 1.767 17.229 4.34 -4.43 -1.32 2.35
O 1.423 1.271 17.282 0.35 1.09 0.03 -0.87
O 3.848 0.784 17.579 -3.48 3.78 -1.04 -0.82
F 2.998 2.081 15.659 -0.41 0.44 1.12 -0.50
S 2.480 3.150 19.205 -5.34 2.40 7.61 2.44
O 3.126 2.306 20.171 0.05 0.25 -1.64 -0.86
O 1.011 3.200 19.248 1.90 -0.88 -0.53 -0.94
F 2.734 4.627 19.738 1.03 0.21 -0.14 -0.51
N 7.111 0.124 17.119 2.33 -0.22 -5.20 -1.04
S 8.057 0.842 15.862 0.85 -1.12 -3.43 2.36
O 9.461 1.101 16.084 -1.90 -0.56 0.44 -0.85
O 7.375 1.778 14.958 0.35 -1.31 1.78 -0.94
F 8.087 -0.496 14.937 -0.22 0.44 0.69 -0.52
S 7.176 1.311 18.031 -0.88 4.51 7.82 2.40
O 6.389 2.513 17.666 1.90 -1.69 -0.26 -0.97
O 8.456 1.483 18.800 -3.61 -0.14 -2.12 -0.89
F 6.123 0.678 19.104 1.04 0.17 -0.08 -0.51
N 4.256 6.569 16.629 1.23 -1.02 -4.49 -1.26
S 4.796 7.375 15.269 4.89 0.31 -4.72 2.35
O 6.284 7.537 15.070 -5.09 -0.83 1.41 -0.81
O 3.958 8.432 14.719 0.69 -1.41 1.68 -0.87
F 4.446 6.156 14.270 -0.24 -0.17 0.24 -0.53
S 4.018 7.793 17.479 -2.28 3.60 7.73 2.47
O 2.703 8.366 17.358 0.84 -0.02 -0.67 -0.92
O 5.169 8.586 17.781 -0.82 0.14 -1.25 -0.86
F 3.837 6.995 18.863 0.09 -0.38 -0.26 -0.52
N 7.398 4.892 22.163 -5.52 0.53 0.14 -0.75
S 6.045 4.040 21.348 -7.47 1.41 -1.35 2.29
O 5.210 3.281 22.261 3.11 -0.22 -0.76 -0.80
O 6.101 3.733 19.905 1.09 0.68 4.23 -0.78
F 5.074 5.347 21.388 1.71 -0.08 -0.50 -0.49
S 8.446 4.059 21.549 9.55 -4.92 0.31 2.36
O 8.794 4.492 20.231 -0.61 -0.72 0.17 -0.62
O 8.467 2.609 21.926 -0.77 3.93 -1.34 -0.72
F 9.693 4.646 22.414 -1.14 -0.64 -0.52 -0.49
N 9.423 6.477 16.716 -3.47 3.19 3.45 -1.03
S 9.889 5.092 17.071 4.87 -7.60 -2.21 2.40
O 9.035 3.938 16.810 0.17 2.01 1.66 -0.89
O 10.956 5.010 18.066 -1.96 0.10 -0.08 -0.92
F 10.747 4.986 15.748 1.06 0.07 -1.15 -0.53
S 8.496 6.694 18.103 -2.91 5.70 1.06 2.34
O 9.073 7.177 19.385 -0.36 -1.26 -3.38 -0.88
O 7.298 5.909 18.250 0.66 -1.29 -0.13 -0.94
F 7.707 8.026 17.494 1.84 -0.66 0.63 -0.52
O 5.137 3.555 15.054 -0.83 0.76 0.24 -0.99
H 5.983 3.115 14.971 0.79 -0.71 0.34 0.53
H 5.024 4.015 14.222 0.12 0.20 -0.15 0.47
```
Forces are in eV/Å.

Computed properties:
charge: -2
<S²>: 0.763
E_tot: -7160.05134 Ha
HOMO level (alpha / beta): -4.9 / -4.9 eV
spin multiplicity: 2
max |F|: 10.7 eV/A


Molecular formula: C6H12N2O
Method: DFT, ωB97M-V/def2-TZVPD

Geometry as XYZ:
```
21
Properties=species:S:1:pos:R:3:forces:R:3:nbo_charge:R:1
C 1.039 3.057 0.127 -0.68 0.49 -0.04 -0.64
C 0.971 1.879 1.021 0.50 -0.95 -0.55 0.10
C 1.802 1.501 2.037 -0.51 -0.11 0.33 -0.13
N 1.232 0.346 2.566 -0.58 0.40 -0.14 -0.52
C 0.101 0.120 1.870 -0.19 -0.45 -1.81 0.17
N -0.035 0.939 0.852 0.06 0.93 0.99 -0.47
H 0.671 2.837 -0.875 0.00 -0.24 0.08 0.23
H 2.014 3.512 0.018 0.24 0.02 0.26 0.22
H 0.335 3.785 0.550 0.24 0.22 -0.24 0.22
H 2.650 1.984 2.483 0.13 -0.06 0.00 0.22
H 1.434 -0.165 3.394 0.57 -0.01 0.48 0.41
H -0.554 -0.735 1.916 0.24 -0.17 0.69 0.20
C -0.673 -1.554 -1.360 -1.03 -0.72 -0.47 -0.63
C -1.888 -2.051 -2.183 2.35 -0.84 0.03 -0.06
O -1.755 -3.464 -2.408 -0.47 -0.80 0.28 -0.75
H -0.548 -0.479 -1.414 0.00 0.11 0.29 0.23
H 0.208 -2.067 -1.728 0.27 0.08 -0.13 0.21
H -0.857 -1.903 -0.340 0.26 0.38 0.15 0.18
H -2.786 -1.750 -1.663 -0.60 -0.08 -0.31 0.16
H -1.787 -1.759 -3.227 -0.58 0.90 0.21 0.18
H -1.574 -4.031 -1.637 -0.21 0.91 -0.10 0.46
```
Forces are in eV/Å.

Computed properties:
SMILES: Cc1c[nH]cn1.CCO
energy relative to the best compared isomer or geometry (same formula, charge and spin): 101.3 kJ/mol
E_tot: -420.54530 Ha
HOMO level: -8.7 eV
spin multiplicity: 1
max |F|: 2.5 eV/A


Molecular formula: C4H3NO
Method: DFT, ωB97M-V/def2-TZVPD

Geometry as XYZ:
```
9
Properties=species:S:1:pos:R:3:forces:R:3:nbo_charge:R:1
C -0.833 1.497 1.470 0.27 -0.49 -0.66 -0.13
C -0.299 0.908 0.561 -0.87 -0.33 -0.05 -0.08
C 0.321 0.168 -0.558 -1.11 -1.46 -1.06 -0.05
O -0.421 -0.930 -1.490 -1.35 2.41 -0.04 -0.69
C 1.090 -0.976 -0.208 2.65 -0.19 2.06 0.26
N 1.685 -1.894 0.151 -0.03 0.08 -0.07 -0.32
H -1.347 1.986 2.279 0.32 -0.14 -0.33 0.25
H 0.813 0.887 -1.240 -0.41 -0.77 0.03 0.26
H -0.982 -1.557 -0.980 0.52 0.89 0.12 0.49
```
Forces are in eV/Å.

Computed properties:
SMILES: C#C[C@H](O)C#N
energy relative to the best compared isomer or geometry (same formula, charge and spin): 290.0 kJ/mol
E_tot: -284.06265 Ha
HOMO level: -10.5 eV
spin multiplicity: 1
max |F|: 3.4 eV/A


Molecular formula: C12H48N24O12
Method: DFT, ωB97M-V/def2-TZVPD

Geometry as XYZ:
```
96
Properties=species:S:1:pos:R:3:forces:R:3:lowdin_charge:R:1
N 3.339 2.597 -2.766 0.02 1.02 -0.76 0.16
C 3.347 1.612 -1.872 -0.43 0.16 -1.03 -0.77
N 3.439 0.414 -2.388 0.26 -2.32 -0.56 0.20
O 3.206 1.815 -0.694 -0.27 0.67 3.09 0.01
H 3.655 2.320 -3.684 -0.25 1.18 -0.03 0.11
H 3.143 3.505 -2.370 0.40 -0.05 -0.93 0.10
H 3.504 0.196 -3.372 -0.07 0.11 0.24 0.12
H 3.599 -0.322 -1.716 0.35 -0.43 -0.33 0.05
N 3.365 -2.923 0.732 -3.57 -7.19 0.76 0.20
C 3.904 -1.917 0.185 1.12 0.73 1.56 -0.88
N 4.122 -1.070 1.098 1.48 5.01 3.36 0.20
O 4.267 -1.751 -0.920 0.70 -0.13 -6.13 0.07
H 3.490 -3.128 1.713 -0.07 0.00 -0.41 0.13
H 3.184 -3.707 0.122 -0.17 -0.33 0.33 0.10
H 3.848 -1.369 2.022 0.72 1.42 0.47 0.07
H 4.826 -0.392 0.841 -0.23 0.36 0.90 0.15
N -3.614 3.905 0.816 -5.32 -0.63 -2.04 0.17
C -2.385 3.931 1.148 1.01 -0.29 1.65 -0.73
N -1.853 5.116 0.905 3.09 1.23 0.24 0.20
O -1.940 2.977 1.788 1.71 -0.33 -0.08 -0.01
H -4.078 4.744 0.499 -0.22 -0.56 -0.12 0.14
H -4.051 2.996 0.765 -0.41 0.32 -0.23 0.13
H -2.188 5.756 0.198 0.08 -0.38 0.21 0.12
H -0.888 5.178 1.196 0.04 0.51 -0.04 0.10
N -3.615 1.486 -1.942 3.58 0.45 2.49 0.17
C -4.900 1.364 -2.151 -0.05 -0.33 2.05 -0.83
N -5.092 1.432 -3.408 -2.93 1.14 -7.48 0.16
O -5.753 1.151 -1.338 -1.31 -0.35 1.90 0.06
H -3.008 1.769 -2.698 0.19 -0.45 0.68 0.11
H -3.291 1.180 -1.035 0.55 0.18 -0.32 0.10
H -6.028 1.580 -3.756 -0.19 -0.33 0.44 0.12
H -4.471 1.941 -4.021 0.30 -0.35 0.28 0.11
N 2.660 -4.021 -1.992 -2.84 3.52 2.04 0.15
C 3.234 -5.034 -2.591 2.02 0.15 0.01 -0.77
N 2.487 -6.110 -2.412 -1.56 -2.85 -0.24 0.17
O 4.326 -4.921 -3.068 1.97 -1.00 -1.22 0.07
H 1.655 -3.991 -2.078 0.09 0.39 0.34 0.06
H 3.136 -3.188 -1.674 0.48 0.07 -1.14 0.07
H 1.609 -5.921 -1.950 0.21 -0.74 -0.18 0.07
H 2.723 -7.043 -2.719 -0.01 0.47 -0.15 0.12
N 1.224 -0.639 3.004 -2.52 -3.68 -1.91 0.18
C 2.260 -0.048 3.491 1.89 -0.81 1.83 -0.76
N 1.915 1.202 3.664 1.45 3.92 0.99 0.17
O 3.318 -0.575 3.859 -0.28 0.18 -0.68 0.01
H 1.270 -1.638 2.864 -0.58 0.27 -0.17 0.13
H 0.407 -0.058 2.876 -0.05 -1.17 -0.42 0.08
H 0.964 1.493 3.489 0.59 0.54 0.51 0.11
H 2.578 1.701 4.240 -0.59 0.66 -0.12 0.13
N -0.716 -3.614 -0.261 0.19 0.69 0.88 0.20
C -0.547 -4.589 -1.132 -1.32 -0.43 2.24 -0.76
N -0.834 -5.764 -0.590 -0.28 -2.59 0.93 0.18
O -0.242 -4.424 -2.260 1.50 0.32 -4.56 0.02
H -0.523 -2.685 -0.607 -0.60 0.42 0.83 0.09
H -1.252 -3.959 0.522 0.07 1.73 0.34 0.11
H -0.856 -6.628 -1.114 0.01 0.36 0.07 0.13
H -0.998 -5.787 0.406 0.05 -0.56 -0.34 0.11
N 2.069 4.416 0.921 -0.15 -2.67 -1.06 0.18
C 1.916 5.468 1.665 -1.23 1.47 2.66 -0.79
N 2.257 6.578 1.046 0.67 2.92 -1.35 0.16
O 1.459 5.452 2.805 0.14 -0.26 0.23 0.02
H 2.055 3.594 1.507 0.34 -0.55 -1.08 0.11
H 2.417 4.565 -0.016 0.23 -1.28 0.44 0.10
H 2.198 7.466 1.523 -0.08 -0.28 -0.24 0.12
H 2.486 6.529 0.064 0.12 0.55 0.39 0.10
N -3.233 1.642 4.083 4.10 -3.90 -1.11 0.17
C -4.101 2.479 4.566 -1.18 -1.63 2.33 -0.81
N -4.411 3.378 3.707 -1.74 4.20 -3.08 0.18
O -4.668 2.364 5.627 -0.19 0.00 1.89 0.04
H -2.751 0.953 4.642 -0.73 0.29 0.45 0.11
H -2.785 1.744 3.184 -0.30 0.60 0.11 0.06
H -4.171 3.235 2.736 -0.25 0.48 0.47 0.06
H -5.230 3.911 3.965 0.13 0.01 -0.42 0.13
N 1.172 -0.245 -0.339 2.82 -0.40 -0.37 0.21
C -0.033 0.145 0.020 2.76 -1.63 -0.97 -0.78
N -0.026 1.184 0.776 -0.48 3.13 2.45 0.21
O -0.977 -0.519 -0.286 -4.44 -2.01 -1.12 0.00
H 1.391 -0.972 -1.005 -0.48 0.23 0.13 0.11
H 1.946 0.220 0.112 0.41 -0.12 -0.57 0.07
H 0.832 1.708 0.867 -0.35 0.14 0.05 0.10
H -0.873 1.495 1.229 -0.01 0.60 -0.21 0.07
N 0.715 -3.351 -4.788 1.87 -1.50 -1.91 0.16
C 0.685 -2.008 -4.605 -1.13 -1.81 0.57 -0.77
N -0.277 -1.786 -3.739 -2.71 1.44 3.37 0.16
O 1.279 -1.154 -5.171 2.17 1.87 -1.76 0.06
H 1.439 -3.631 -5.433 -0.04 -0.27 0.16 0.11
H 0.522 -3.990 -4.030 -0.04 0.23 -0.18 0.05
H -0.620 -2.590 -3.232 -0.17 0.24 -0.02 0.07
H -0.373 -0.906 -3.255 0.16 -0.01 -0.33 0.10
N -2.221 -1.138 2.232 6.24 4.37 1.93 0.20
C -3.226 -1.822 1.947 -4.58 -3.30 4.85 -0.91
N -3.471 -1.972 0.734 -0.02 -0.51 -8.07 0.20
O -3.937 -2.387 2.740 -1.62 -0.99 3.15 0.04
H -1.645 -0.908 1.435 0.42 0.77 0.49 0.06
H -2.073 -0.774 3.162 -0.05 -0.37 -0.35 0.12
H -2.618 -1.719 0.257 -0.72 -0.31 -1.81 0.06
H -3.993 -2.801 0.486 0.11 0.33 -0.16 0.14
```
Forces are in eV/Å.

Computed properties:
SMILES: NC(N)=O.NC(N)=O.NC(N)=O.NC(N)=O.NC(N)=O.NC(N)=O.NC(N)=O.NC(N)=O.NC(N)=O.NC(N)=O.NC(N)=O.NC(N)=O
energy relative to the best compared isomer or geometry (same formula, charge and spin): 834.2 kJ/mol
E_tot: -2703.34327 Ha
HOMO level: -9.2 eV
spin multiplicity: 1
max |F|: 8.1 eV/A